A 3-piece molecular cluster, C21H49N4O5 overall in a non-equilibrium geometry. Source: the OMol25 dataset; level of theory: wB97M-V/def2-TZVPD.

The geometry in XYZ format:
```
79
Properties=species:S:1:pos:R:3:lowdin_charge:R:1
C 2.5673 -5.5500 -0.9340 0.005
C 1.7365 -4.3436 -0.5804 -0.513
O 1.6471 -3.9175 0.5605 0.067
N 1.0513 -3.7627 -1.6468 0.037
C 0.7598 -2.3248 -1.5093 -0.181
C -0.3358 -2.0126 -0.5015 -0.185
C -1.5305 -2.9746 -0.5561 -0.149
C -2.8326 -2.3120 -1.0288 -0.111
N -3.8419 -2.2504 0.0867 0.053
C -5.1862 -1.7103 -0.3218 -0.117
C -6.3042 -2.4886 0.3647 -0.166
C -6.7115 -3.7719 -0.3473 -0.191
C -7.3814 -3.5381 -1.6934 -0.162
C -7.6931 -4.8108 -2.4593 -0.193
O -8.6349 -5.6177 -1.7738 0.005
C -8.1543 -6.5169 -0.8605 -0.500
C -7.0034 -7.4013 -1.2679 0.017
O -8.7004 -6.6264 0.2325 0.103
H 2.0637 -6.1728 -1.6652 0.083
H 3.5034 -5.2080 -1.3685 0.092
H 2.7825 -6.1054 -0.0336 0.086
H 1.5538 -3.9365 -2.5064 0.129
H 0.4568 -1.9756 -2.4941 0.123
H 1.6651 -1.7828 -1.2484 0.110
H 0.1050 -2.0754 0.4862 0.099
H -0.6369 -0.9755 -0.6226 0.104
H -1.3228 -3.8334 -1.1810 0.111
H -1.6920 -3.3568 0.4507 0.117
H -3.2986 -2.8470 -1.8467 0.130
H -2.6574 -1.2886 -1.3364 0.132
H -3.4569 -1.6500 0.8118 0.186
H -3.9358 -3.1800 0.4891 0.165
H -5.2598 -1.7191 -1.3999 0.116
H -5.2250 -0.6760 0.0007 0.137
H -7.1570 -1.8420 0.5323 0.129
H -5.9452 -2.7556 1.3606 0.122
H -5.8647 -4.4516 -0.4628 0.114
H -7.4258 -4.2728 0.3020 0.120
H -6.7125 -2.9590 -2.3347 0.109
H -8.2877 -2.9493 -1.5882 0.132
H -8.1464 -4.5349 -3.4050 0.133
H -6.7701 -5.3375 -2.6974 0.116
H -6.8479 -7.4103 -2.3397 0.082
H -6.0974 -6.9994 -0.8187 0.085
H -7.1477 -8.3938 -0.8711 0.095
C 2.2787 1.4445 1.7633 -0.065
C 2.7035 0.9280 0.3929 -0.435
C 4.1100 1.3696 -0.0331 -0.212
O 4.1972 2.7081 -0.4662 -0.184
C 4.3502 3.6751 0.5612 -0.094
N 1.6865 1.3048 -0.5981 0.037
H 2.0017 2.4976 1.7320 0.067
H 1.4087 0.8925 2.1198 0.070
H 3.0777 1.3226 2.4959 0.082
H 2.7230 -0.1658 0.4494 0.124
H 4.4060 0.7667 -0.8965 0.122
H 4.8416 1.1750 0.7615 0.124
H 4.9563 3.2949 1.3870 0.094
H 3.3811 4.0098 0.9401 0.078
H 4.8582 4.5359 0.1303 0.080
H 1.9203 0.8734 -1.4884 0.064
H 1.7893 2.3003 -0.7757 0.071
C 6.3108 9.7123 2.0665 -0.069
C 5.7815 8.7650 0.9947 -0.434
C 5.1089 7.5047 1.5568 -0.215
O 6.0018 6.5213 2.0439 -0.201
C 6.4684 6.7309 3.3650 -0.101
N 6.8640 8.4517 0.0584 0.041
H 7.2389 9.3494 2.5070 0.065
H 6.5232 10.6873 1.6303 0.077
H 5.5821 9.8517 2.8675 0.079
H 5.0102 9.3033 0.4359 0.135
H 4.5640 7.0213 0.7405 0.111
H 4.3716 7.7613 2.3292 0.120
H 5.6985 7.1867 3.9936 0.091
H 7.3665 7.3519 3.3799 0.077
H 6.7269 5.7567 3.7793 0.086
H 6.4937 7.9177 -0.7224 0.070
H 7.5041 7.8135 0.5224 0.070
```

Computed properties:
HOMO level = -10.36 eV
energy = -38762.72074 eV
frontier orbital gap = 7.5 eV
LUMO level = -2.871 eV
F_max = 2.5 eV/Å
total charge = +1